{"formula": "C46H65BrF3N2O2P3S3ScSi", "method": "wB97M-V/def2-TZVPD", "charge": 1, "spin_multiplicity": 1, "e_tot_ha": -8194.37471, "orbital_gap_ev": 7.87, "e_lumo_ev": -2.73, "elements": ["Sc", "N", "P", "C", "C", "C", "C", "C", "C", "C", "C", "C", "C", "C", "C", "P", "C", "C", "C", "C", "C", "C", "C", "C", "C", "C", "C", "C", "H", "H", "H", "H", "H", "H", "H", "H", "H", "H", "H", "H", "H", "H", "H", "H", "H", "H", "H", "H", "H", "F", "C", "F", "F", "C", "C", "C", "C", "Si", "Br", "C", "C", "C", "C", "C", "C", "C", "C", "H", "H", "H", "H", "H", "H", "H", "H", "H", "H", "H", "H", "H", "H", "H", "H", "H", "H", "H", "H", "H", "H", "H", "H", "H", "H", "H", "C", "C", "C", "O", "P", "S", "S", "O", "C", "C", "C", "H", "H", "H", "H", "H", "H", "H", "H", "H", "H", "H", "H", "H", "H", "S", "C", "C", "N", "C", "H", "H", "H"], "coordinates": [[-0.61, -0.26, 0.39], [-1.26, -2.39, -2.13], [-2.23, -2.25, -0.76], [-2.51, -3.98, -0.28], [-1.44, -4.71, 0.24], [-1.58, -6.07, 0.50], [-2.79, -6.71, 0.24], [-3.84, -5.99, -0.29], [-3.71, -4.64, -0.57], [-3.86, -1.64, -1.27], [-4.94, -1.67, -0.38], [-6.14, -1.07, -0.71], [-6.29, -0.43, -1.94], [-5.23, -0.39, -2.83], [-4.02, -0.99, -2.49], [0.20, -1.50, -2.19], [0.35, -1.37, -4.00], [-0.62, -0.70, -4.74], [-0.53, -0.62, -6.11], [0.54, -1.21, -6.78], [1.52, -1.86, -6.05], [1.43, -1.94, -4.67], [1.55, -2.62, -1.73], [1.41, -4.01, -1.75], [2.47, -4.81, -1.35], [3.66, -4.23, -0.94], [3.80, -2.85, -0.92], [2.74, -2.04, -1.30], [-1.44, -3.13, -2.80], [-0.50, -4.22, 0.44], [-0.75, -6.62, 0.91], [-2.90, -7.76, 0.45], [-4.78, -6.49, -0.52], [-4.53, -4.11, -1.01], [-4.84, -2.17, 0.57], [-6.97, -1.10, -0.02], [-7.23, 0.03, -2.20], [-5.34, 0.10, -3.79], [-3.19, -0.95, -3.18], [-1.46, -0.22, -4.24], [-1.30, -0.10, -6.67], [0.61, -1.14, -7.85], [2.36, -2.32, -6.56], [2.20, -2.46, -4.12], [0.48, -4.47, -2.06], [2.37, -5.89, -1.36], [4.49, -4.86, -0.63], [4.73, -2.40, -0.59], [2.83, -0.96, -1.27], [-1.65, 0.95, -1.04], [-2.76, 1.34, 0.17], [-1.54, 1.53, 1.16], [-2.99, 2.56, -0.15], [4.23, 2.62, 2.62], [4.01, 3.30, 1.26], [4.68, 2.43, 0.20], [4.74, 4.66, 1.27], [2.13, 3.61, 0.96], [1.53, 1.38, 0.41], [1.70, 4.63, -0.61], [2.67, 4.30, -1.75], [1.82, 6.13, -0.31], [0.27, 4.35, -1.09], [1.13, 4.11, 2.52], [0.93, 2.93, 3.48], [-0.28, 4.62, 2.17], [1.87, 5.23, 3.27], [5.30, 2.43, 2.74], [3.71, 1.66, 2.69], [3.91, 3.24, 3.46], [5.73, 2.29, 0.50], [4.69, 2.88, -0.79], [4.24, 1.43, 0.12], [5.79, 4.48, 1.52], [4.35, 5.36, 2.00], [4.73, 5.14, 0.29], [3.68, 4.65, -1.53], [2.33, 4.82, -2.65], [2.71, 3.24, -1.98], [2.82, 6.43, 0.00], [1.11, 6.48, 0.44], [1.60, 6.68, -1.23], [0.04, 3.29, -1.14], [0.15, 4.77, -2.09], [-0.48, 4.82, -0.45], [0.28, 2.17, 3.05], [0.44, 3.29, 4.39], [1.85, 2.43, 3.78], [-0.85, 3.90, 1.58], [-0.26, 5.57, 1.63], [-0.82, 4.79, 3.10], [2.80, 4.89, 3.71], [1.23, 5.57, 4.09], [2.08, 6.10, 2.64], [-2.49, -4.09, 3.36], [-1.00, -4.09, 3.62], [-0.58, -5.04, 4.71], [-0.58, -2.77, 4.06], [-0.13, -1.52, 3.21], [0.90, -0.31, 4.27], [0.68, -2.11, 1.41], [-1.50, -0.87, 2.54], [-2.59, -0.45, 3.48], [-2.44, 0.98, 3.95], [-3.92, -0.71, 2.81], [-2.80, -5.08, 3.02], [-2.74, -3.38, 2.57], [-3.04, -3.85, 4.27], [-0.45, -4.31, 2.70], [-1.08, -4.79, 5.65], [0.50, -5.01, 4.86], [-0.86, -6.06, 4.44], [-2.46, -1.13, 4.33], [-2.70, 1.69, 3.18], [-1.42, 1.17, 4.30], [-3.12, 1.12, 4.80], [-4.02, -0.12, 1.90], [-4.72, -0.44, 3.50], [-4.04, -1.76, 2.56], [1.31, 2.77, -4.78], [2.88, 2.12, -4.94], [3.09, 1.20, -3.96], [2.04, 1.01, -3.10], [1.04, 1.77, -3.43], [3.56, 2.42, -5.71], [3.99, 0.63, -3.82], [0.10, 1.77, -2.89]]}